Formula: C15H46BN7O5P2
Source: the OMol25 dataset
Level of theory: ωB97M-V with the def2-TZVPD basis set

Last column: Mulliken charge in e.
Atoms and positions in Å:
C -4.711 -5.848 -3.998  -0.826
N -3.349 -5.404 -4.180  0.101
C -2.410 -6.440 -3.774  -1.127
P -2.774 -3.821 -3.906  0.807
O -1.655 -3.740 -4.902  -0.866
N -3.837 -2.633 -4.605  0.284
C -4.688 -3.001 -5.727  -1.180
C -3.122 -1.397 -4.896  -1.153
N -3.469 -3.624 -2.291  0.040
C -4.714 -2.909 -2.074  -0.816
C -2.465 -3.168 -1.306  -1.083
H -4.983 -5.985 -2.940  0.298
H -4.845 -6.807 -4.502  0.375
H -5.430 -5.172 -4.452  0.139
H -2.424 -6.598 -2.684  0.337
H -1.394 -6.172 -4.066  0.336
H -2.646 -7.385 -4.265  0.356
H -4.156 -3.570 -6.501  0.349
H -5.100 -2.103 -6.190  0.382
H -5.552 -3.580 -5.399  0.285
H -2.530 -1.463 -5.816  0.368
H -2.441 -1.149 -4.080  0.248
H -3.825 -0.566 -4.989  0.413
H -4.634 -1.833 -2.250  0.256
H -5.008 -3.066 -1.032  0.406
H -5.518 -3.306 -2.690  0.240
H -2.172 -2.124 -1.468  0.365
H -1.564 -3.785 -1.375  0.325
H -2.848 -3.268 -0.290  0.376
C 4.546 4.400 5.160  -0.798
N 3.576 4.325 4.092  0.141
C 3.200 5.659 3.643  -1.131
P 2.311 3.189 3.976  0.583
O 2.164 3.063 2.490  -0.690
N 2.881 1.578 4.315  0.227
C 4.286 1.259 4.105  -1.191
C 2.039 0.568 3.680  -1.122
N 1.682 3.412 5.617  0.026
C 2.025 2.506 6.699  -0.865
C 0.226 3.657 5.626  -1.025
H 4.137 4.835 6.085  0.292
H 5.382 5.026 4.841  0.370
H 4.976 3.431 5.398  0.135
H 2.616 6.196 4.405  0.332
H 2.602 5.602 2.733  0.298
H 4.088 6.247 3.406  0.379
H 4.672 1.634 3.148  0.343
H 4.428 0.178 4.129  0.398
H 4.908 1.650 4.911  0.301
H 2.251 0.458 2.611  0.314
H 0.982 0.827 3.780  0.293
H 2.184 -0.396 4.172  0.391
H 1.586 1.511 6.589  0.283
H 1.651 2.945 7.629  0.411
H 3.102 2.402 6.811  0.245
H -0.346 2.756 5.372  0.324
H -0.029 4.433 4.899  0.346
H -0.101 4.011 6.605  0.363
C 2.882 -0.289 -1.107  -0.859
O 1.512 0.063 -0.981  -0.334
C 1.102 1.139 -1.827  0.489
C 1.692 2.510 -1.441  -0.827
N 2.940 2.887 -2.105  -0.660
B -0.498 1.104 -1.828  0.658
O -1.266 1.474 -0.761  -0.577
O -1.163 0.641 -2.930  -0.598
H 3.434 0.159 -0.277  0.189
H 2.940 -1.373 -1.013  0.257
H 3.308 0.005 -2.066  0.391
H 1.452 0.910 -2.848  0.066
H 1.879 2.547 -0.365  0.251
H 0.946 3.275 -1.668  0.417
H 3.685 2.242 -1.886  0.263
H 2.794 2.897 -3.106  0.270
H -0.972 2.292 -0.354  0.305
H -0.506 0.273 -3.528  0.288

The value obtained for the HOMO energy is -8.17 eV. As for the net charge: 0. Its SMILES is CN(C)P(=O)(N(C)C)N(C)C.CN(C)P(=O)(N(C)C)N(C)C.CO[C@H](CN)B(O)O.